Formula: CH7NO4
Source: the Open Molecules 2025 dataset
Level of theory: ωB97M-V/def2-TZVPD

Net charge: 0
ΔE to the lowest compared entry with this formula, charge and spin in eV: 0.204
HOMO energy in eV: -10.233
Frontier orbital gap in Ha: 0.3973
Structure (SMILES): NC(=O)O.O.O

CARTESIAN COORDINATES (ANGSTROEM)
N (0.27099, -1.18711, -1.43967)
C (-0.41821, -0.99385, -0.26777)
O (0.28882, -0.27732, 0.60193)
O (-1.53337, -1.41660, -0.07973)
H (-0.21255, -1.81529, -2.04534)
H (1.24924, -0.94714, -1.46011)
H (-0.22555, -0.22144, 1.41404)
H (2.25284, 2.30953, -1.72247)
H (1.10513, 1.44072, -1.85028)
O (2.05211, 1.36514, -1.74479)
H (-2.14635, 0.85856, 2.38282)
H (-1.39804, 0.09649, 3.43980)
O (-1.28508, 0.78830, 2.77157)